Record 1
{
  "formula": "C2H7NOS",
  "method": "the ωB97M-V functional and the def2-TZVPD basis",
  "species": ["C", "C", "N", "O", "S", "H", "H", "H", "H", "H", "H", "H"],
  "xyz": [[-1.287, -1.227, -1.039], [-0.077, 0.947, 1.889], [-0.895, -0.456, 0.050], [2.271, 1.063, -0.785], [-0.248, 0.938, 0.037], [-2.225, -1.613, -0.962], [-0.676, -2.186, -1.014], [-1.035, -0.745, -2.065], [0.031, 1.921, 2.232], [0.818, 0.516, 2.123], [-0.844, 0.385, 2.421], [2.360, 1.971, -0.515]]
}

Record 2
{
  "formula": "C2H4N2OS",
  "method": "the ωB97M-V functional and the def2-TZVPD basis",
  "species": ["C", "C", "N", "N", "O", "S", "H", "H", "H", "H"],
  "xyz": [[-0.178, 1.185, 0.167], [-1.412, -0.672, -0.363], [-1.233, 0.641, -0.373], [0.952, 0.465, 0.419], [2.503, -1.416, -0.500], [1.229, -1.152, 0.199], [-0.355, 2.253, 0.417], [-1.251, -1.208, 0.609], [-2.003, -1.050, -1.331], [1.748, 0.953, 0.757]]
}

Record 3
{
  "formula": "C14H31Br6N2O6P",
  "method": "the ωB97M-V functional and the def2-TZVPD basis",
  "species": ["C", "O", "N", "C", "C", "H", "H", "H", "H", "H", "H", "H", "C", "O", "N", "C", "C", "H", "H", "H", "H", "H", "H", "H", "C", "Br", "Br", "Br", "H", "C", "Br", "Br", "Br", "H", "C", "C", "O", "P", "O", "O", "C", "C", "O", "C", "C", "H", "H", "H", "H", "H", "H", "H", "H", "H", "H", "H", "H", "H", "H", "H"],
  "xyz": [[-1.568, -2.839, -2.449], [-0.786, -2.170, -3.117], [-1.325, -3.251, -1.198], [-2.167, -4.257, -0.570], [-0.176, -2.772, -0.463], [-2.484, -3.257, -2.888], [-2.923, -4.544, -1.298], [-2.618, -3.889, 0.351], [-1.582, -5.166, -0.406], [0.437, -2.079, -1.027], [-0.565, -2.344, 0.464], [0.530, -3.526, -0.109], [-2.725, 0.664, -4.433], [-3.483, 0.589, -5.375], [-1.510, 1.264, -4.457], [-0.470, 0.905, -3.526], [-1.123, 2.075, -5.581], [-2.945, 0.299, -3.415], [0.425, 0.525, -4.035], [-0.654, 0.155, -2.766], [-0.072, 1.828, -3.086], [-1.976, 2.315, -6.210], [-0.711, 3.041, -5.278], [-0.399, 1.559, -6.219], [-2.738, -6.089, -4.955], [-1.827, -7.798, -4.717], [-4.121, -5.987, -3.594], [-3.426, -5.730, -6.720], [-2.016, -5.322, -4.715], [1.677, -3.730, 3.997], [0.619, -4.445, 2.521], [0.609, -3.578, 5.669], [2.399, -2.036, 3.435], [2.463, -4.403, 4.303], [2.261, 4.961, 0.754], [2.024, 3.497, 0.484], [2.378, 2.645, 1.616], [1.485, 2.537, 2.935], [0.317, 3.419, 2.906], [1.208, 0.977, 3.041], [0.373, 0.388, 2.033], [-0.791, -0.274, 2.772], [2.497, 2.729, 4.157], [2.930, 4.032, 4.556], [2.060, 4.507, 5.724], [3.119, 5.380, 0.227], [1.422, 5.599, 0.467], [2.396, 5.141, 1.818], [0.981, 3.260, 0.281], [2.654, 3.114, -0.313], [-0.183, 1.121, 1.438], [0.927, -0.350, 1.460], [-1.341, 0.505, 3.293], [-1.405, -0.767, 2.015], [-0.380, -1.008, 3.466], [3.980, 4.043, 4.839], [2.833, 4.708, 3.704], [1.072, 4.899, 5.477], [1.784, 3.695, 6.402], [2.630, 5.232, 6.310]]
}

Record 4
{
  "formula": "C25H31IN10OS2W",
  "method": "the ωB97M-V functional and the def2-TZVPD basis",
  "charge": 2,
  "species": ["W", "N", "C", "S", "N", "N", "C", "C", "C", "C", "C", "C", "C", "O", "H", "H", "H", "H", "H", "H", "H", "N", "C", "C", "C", "C", "C", "N", "H", "H", "H", "H", "H", "H", "C", "C", "N", "C", "N", "C", "C", "C", "N", "C", "H", "H", "H", "H", "H", "H", "H", "H", "H", "H", "H", "H", "H", "I", "C", "C", "C", "C", "N", "C", "S", "N", "H", "H", "H", "H", "H"],
  "xyz": [[-0.110, 1.453, 0.040], [2.307, 3.182, 3.482], [1.341, 2.653, 2.712], [0.908, 3.479, 1.251], [0.786, 1.524, 3.059], [-0.295, 1.236, 2.183], [-1.401, 1.016, 2.848], [-2.681, 0.709, 2.308], [-3.815, 0.650, 3.139], [-5.037, 0.328, 2.597], [-5.141, 0.045, 1.229], [-4.039, 0.076, 0.393], [-2.810, 0.425, 0.942], [-1.703, 0.424, 0.182], [2.684, 4.091, 3.272], [2.400, 2.840, 4.426], [-1.305, 1.100, 3.930], [-3.717, 0.864, 4.194], [-5.914, 0.292, 3.223], [-6.109, -0.198, 0.813], [-4.125, -0.130, -0.663], [-1.773, -0.737, -2.341], [-1.623, 0.502, -2.878], [-2.004, 0.651, -4.229], [-1.940, 1.867, -4.842], [-1.502, 2.966, -4.100], [-1.125, 2.758, -2.807], [-1.141, 1.548, -2.167], [-2.369, -1.369, -2.850], [-1.764, -0.830, -1.338], [-2.365, -0.221, -4.755], [-2.236, 1.975, -5.875], [-1.453, 3.957, -4.521], [-0.777, 3.594, -2.223], [-1.268, -4.077, 1.026], [-1.147, -2.910, 1.978], [-0.500, -1.791, 1.295], [0.148, -1.818, 0.110], [0.579, -0.659, -0.443], [1.636, -0.878, -1.468], [1.312, -1.992, -2.441], [1.112, -3.272, -1.673], [0.382, -3.029, -0.429], [0.068, -4.241, 0.335], [-2.040, -3.886, 0.277], [-1.543, -4.980, 1.567], [-0.550, -3.192, 2.849], [-2.128, -2.583, 2.330], [-0.349, -0.957, 1.827], [2.586, -1.103, -0.964], [1.773, 0.044, -2.025], [2.138, -2.110, -3.140], [0.424, -1.741, -3.010], [2.074, -3.723, -1.408], [0.553, -4.010, -2.252], [0.862, -4.440, 1.062], [0.056, -5.068, -0.373], [-1.956, 3.462, 0.174], [6.253, 1.562, -0.016], [4.789, 1.364, 0.165], [4.265, 0.612, 1.225], [2.895, 0.514, 1.357], [2.118, 1.143, 0.465], [2.704, 1.801, -0.545], [1.428, 2.328, -1.618], [3.985, 1.943, -0.744], [6.831, 0.868, 0.586], [6.508, 2.580, 0.285], [6.519, 1.460, -1.066], [4.915, 0.108, 1.923], [2.417, -0.052, 2.142]]
}

Record 5
{
  "formula": "C16H18IN4O2RhS",
  "method": "the ωB97M-V functional and the def2-TZVPD basis",
  "multiplicity": 5,
  "charge": 2,
  "species": ["Rh", "C", "C", "N", "C", "C", "C", "O", "C", "C", "N", "C", "C", "C", "C", "C", "C", "I", "C", "O", "H", "H", "H", "H", "H", "H", "H", "H", "H", "H", "H", "H", "C", "N", "C", "N", "S", "H", "H", "H", "H", "H", "H"],
  "xyz": [[10.627, 12.330, 5.492], [6.506, 11.861, 3.768], [6.800, 13.149, 4.403], [5.840, 14.007, 4.642], [6.103, 15.228, 5.102], [7.340, 15.608, 5.571], [7.419, 17.020, 6.144], [8.452, 17.115, 7.149], [8.465, 14.732, 5.377], [9.808, 15.085, 5.712], [10.859, 14.290, 5.622], [12.147, 14.833, 5.668], [12.358, 16.229, 5.593], [13.631, 16.746, 5.601], [14.754, 15.922, 5.594], [14.558, 14.544, 5.574], [13.270, 13.983, 5.610], [13.069, 11.870, 5.491], [8.188, 13.487, 4.706], [9.088, 12.682, 4.211], [5.564, 11.892, 3.230], [6.458, 11.059, 4.533], [7.294, 11.603, 3.064], [5.227, 15.872, 5.149], [6.407, 17.293, 6.519], [7.631, 17.744, 5.345], [8.044, 17.656, 7.850], [9.969, 16.126, 5.979], [11.484, 16.884, 5.510], [13.789, 17.822, 5.600], [15.769, 16.338, 5.495], [15.410, 13.863, 5.579], [11.275, 6.719, 5.390], [10.565, 7.824, 5.981], [10.444, 9.005, 5.355], [10.895, 9.174, 4.120], [9.623, 10.247, 6.228], [11.413, 5.954, 6.169], [12.286, 7.005, 5.075], [10.733, 6.263, 4.554], [10.199, 7.787, 6.927], [11.621, 8.615, 3.700], [10.754, 10.112, 3.719]]
}

Record 6
{
  "formula": "C30H65BaCl4FO12Y",
  "method": "the ωB97M-V functional and the def2-TZVPD basis",
  "charge": 1,
  "species": ["Y", "Ba", "Cl", "Cl", "Cl", "Cl", "F", "C", "C", "C", "C", "C", "C", "H", "H", "H", "H", "H", "C", "O", "C", "C", "O", "C", "H", "H", "H", "H", "H", "H", "H", "H", "H", "H", "C", "O", "C", "C", "O", "C", "H", "H", "H", "H", "H", "H", "H", "H", "H", "H", "C", "O", "C", "C", "O", "C", "H", "H", "H", "H", "H", "H", "H", "H", "H", "H", "C", "O", "C", "C", "O", "C", "H", "H", "H", "H", "H", "H", "H", "H", "H", "H", "C", "O", "C", "C", "O", "C", "H", "H", "H", "H", "H", "H", "H", "H", "H", "H", "C", "O", "C", "C", "O", "C", "H", "H", "H", "H", "H", "H", "H", "H", "H", "H"],
  "xyz": [[11.304, 17.357, 15.570], [14.427, 17.570, 12.462], [11.583, 14.702, 15.716], [13.916, 17.627, 15.403], [11.144, 19.824, 16.332], [11.206, 17.308, 12.956], [15.724, 15.487, 18.593], [14.582, 15.224, 19.250], [13.490, 14.696, 18.542], [12.384, 14.326, 19.258], [12.206, 14.671, 20.614], [13.218, 15.247, 21.279], [14.467, 15.545, 20.615], [13.529, 14.599, 17.501], [11.596, 13.942, 18.678], [11.233, 14.532, 21.052], [13.131, 15.630, 22.271], [15.322, 16.001, 21.019], [16.928, 18.238, 10.263], [16.033, 19.162, 10.824], [16.755, 20.283, 11.394], [15.837, 21.059, 12.256], [15.422, 20.245, 13.325], [15.138, 21.061, 14.517], [16.267, 17.565, 9.725], [17.443, 17.779, 11.080], [17.599, 18.829, 9.572], [17.246, 20.962, 10.653], [17.652, 19.844, 11.926], [14.890, 21.458, 11.732], [16.403, 22.030, 12.632], [14.083, 21.434, 14.378], [15.798, 21.864, 14.495], [15.384, 20.447, 15.356], [14.022, 16.480, 8.796], [13.846, 17.552, 9.722], [13.779, 18.808, 9.035], [12.846, 19.760, 9.796], [13.196, 19.752, 11.154], [12.235, 20.326, 12.010], [15.067, 16.356, 8.481], [13.568, 16.735, 7.846], [13.524, 15.548, 9.192], [13.294, 18.750, 8.062], [14.695, 19.318, 8.804], [11.801, 19.379, 9.755], [12.843, 20.766, 9.337], [12.458, 21.385, 12.090], [12.360, 19.916, 13.003], [11.230, 20.041, 11.618], [14.582, 13.082, 15.515], [15.895, 12.575, 15.664], [16.414, 12.540, 16.884], [17.810, 12.014, 16.736], [18.527, 12.913, 15.888], [19.280, 12.282, 14.837], [13.818, 12.600, 16.081], [14.378, 13.002, 14.488], [14.590, 14.196, 15.750], [15.775, 11.940, 17.583], [16.587, 13.541, 17.266], [17.729, 10.985, 16.366], [18.272, 11.911, 17.750], [18.655, 12.359, 13.947], [19.556, 11.242, 15.057], [20.269, 12.793, 14.714], [11.005, 14.180, 8.677], [11.926, 13.936, 9.770], [11.219, 14.117, 11.001], [12.153, 14.111, 12.186], [12.888, 12.913, 12.447], [12.146, 11.887, 13.124], [10.494, 15.153, 8.735], [10.282, 13.357, 8.698], [11.533, 14.074, 7.679], [10.498, 13.309, 11.069], [10.720, 15.095, 10.971], [11.617, 14.335, 13.134], [12.916, 14.896, 11.953], [11.353, 11.478, 12.496], [11.775, 12.333, 14.021], [12.846, 11.066, 13.314], [15.760, 14.260, 10.938], [15.821, 15.138, 12.099], [16.935, 14.876, 12.923], [16.933, 15.806, 14.163], [16.823, 17.121, 13.678], [17.368, 18.040, 14.679], [16.750, 14.023, 10.581], [15.207, 14.765, 10.143], [15.208, 13.344, 11.188], [17.909, 15.029, 12.333], [16.880, 13.820, 13.353], [17.900, 15.607, 14.663], [16.070, 15.520, 14.800], [17.446, 17.486, 15.660], [16.682, 18.883, 14.750], [18.384, 18.333, 14.421], [7.979, 17.530, 14.775], [8.999, 17.085, 15.663], [8.457, 16.889, 16.969], [9.463, 16.166, 17.848], [10.645, 16.892, 17.962], [10.901, 17.691, 19.124], [7.296, 16.721, 14.636], [8.410, 17.777, 13.778], [7.665, 18.500, 15.223], [7.549, 16.259, 16.919], [8.181, 17.863, 17.530], [9.756, 15.253, 17.294], [9.024, 15.893, 18.838], [11.997, 17.824, 18.947], [10.716, 17.117, 20.029], [10.392, 18.622, 18.995]]
}

Record 7
{
  "formula": "C5H7NO",
  "method": "the ωB97M-V functional and the def2-TZVPD basis",
  "species": ["C", "C", "C", "C", "N", "C", "O", "H", "H", "H", "H", "H", "H", "H"],
  "xyz": [[-1.971, 0.290, -0.176], [-0.524, 0.204, -0.588], [0.539, 0.914, 0.355], [1.804, 0.473, 0.055], [1.687, -0.731, -0.667], [0.349, -0.785, -0.019], [0.132, -1.162, 1.223], [-2.308, 1.330, -0.183], [-2.115, -0.125, 0.824], [-2.588, -0.280, -0.878], [-0.308, 0.461, -1.625], [0.255, 0.091, 1.509], [2.719, 0.784, 0.558], [2.329, -1.466, -0.391]]
}

Record 8
{
  "formula": "CH3BrO3P",
  "method": "the ωB97M-V functional and the def2-TZVPD basis",
  "charge": -1,
  "species": ["C", "O", "O", "O", "P", "Br", "H", "H", "H"],
  "xyz": [[0.152, -0.103, 0.163], [0.084, 0.560, 3.238], [2.451, -1.476, 0.516], [0.300, -2.940, 0.554], [0.986, -1.650, 0.601], [0.466, -1.075, 2.910], [0.427, 0.616, 0.971], [0.342, 0.238, -0.852], [-0.896, -0.125, 0.134]]
}

Electronic energy in Ha, matching the order above: -608.410388 -661.438788 -16898.481006 -2754.829448 -1795.737089 -4089.370656 -324.503880 -3181.039523